[1]
C34H34DyI2N7O3 | the ωB97M-V functional and the def2-TZVPD basis

```
81
Properties=species:S:1:pos:R:3:forces:R:3:mulliken_charge:R:1
Dy -0.39080 0.04400 1.02135 1.578 0.266 -1.262 0.701
I -2.77521 -4.18716 6.79601 0.139 0.349 -0.343 0.158
C -2.26465 -2.73656 5.35345 -0.077 -0.413 0.241 -0.449
C -3.07709 -2.55276 4.24379 0.113 -0.179 0.191 -0.523
C -2.72159 -1.58628 3.33130 0.019 0.656 -1.003 0.194
I -3.61829 -1.48950 1.40852 -0.310 -0.272 0.678 0.131
C -1.63617 -0.71153 3.49195 -0.650 -1.963 1.981 0.276
O -1.42437 0.30347 2.68764 -0.144 1.368 0.085 -0.379
C -0.75355 -1.04161 4.54559 -0.038 0.528 -0.606 0.683
C 0.59661 -0.38697 4.50391 -0.268 0.073 0.160 -1.558
N 1.24794 -0.74059 3.21312 0.243 -0.130 0.214 -0.120
C 1.51417 -2.19104 3.12526 -0.012 -0.044 0.015 -1.376
C 0.54498 -2.94414 2.23882 0.147 -0.094 0.304 0.926
C 0.22330 -4.26795 2.53027 0.003 0.284 -0.151 -1.005
C -0.55810 -4.99230 1.64735 0.035 0.298 -0.172 -0.557
C -0.99233 -4.37350 0.48107 0.094 0.144 0.000 -0.911
C -0.65278 -3.05124 0.27210 0.073 -0.163 -0.189 -0.145
N 0.09817 -2.33025 1.12671 -0.171 -0.192 -0.001 0.518
C -1.07178 -2.03216 5.45576 -0.204 -0.029 0.085 -0.524
H -3.94853 -3.16841 4.08673 -0.066 -0.047 -0.029 0.447
H 1.19548 -0.72291 5.36150 -0.030 0.130 -0.157 0.525
H 0.50105 0.70474 4.53603 0.082 -0.157 0.047 0.400
H 2.15546 -0.27314 3.23453 -0.286 -0.084 -0.234 0.309
H 1.51555 -2.65025 4.12245 0.045 0.008 -0.193 0.425
H 2.51325 -2.35520 2.69828 -0.125 0.108 0.093 0.548
H 0.58817 -4.72691 3.43652 0.056 0.049 0.094 0.548
H -0.81303 -6.01984 1.85412 -0.039 -0.097 0.027 0.464
H -1.58397 -4.90091 -0.24917 -0.068 -0.021 -0.064 0.496
H -0.96997 -2.53840 -0.63591 -0.067 -0.086 0.114 0.412
H -0.38766 -2.25165 6.26189 0.090 -0.007 0.083 0.488
C -0.73196 3.76667 -1.99328 0.110 -0.103 0.208 -0.318
C 0.41041 3.00771 -2.66837 -0.089 -0.075 0.165 -0.762
C 0.78326 1.93728 -1.63607 0.363 -0.195 -0.146 0.065
O 0.09628 2.24956 -0.40455 0.131 0.053 0.004 0.031
C -0.37812 3.60513 -0.51990 -0.307 0.311 -0.061 -0.735
H -1.69201 3.29354 -2.20305 -0.040 0.018 0.028 -0.059
H -0.77376 4.80566 -2.30788 -0.065 0.059 0.059 0.521
H 1.25523 3.67424 -2.83876 -0.007 -0.044 -0.063 0.368
H 0.11359 2.56199 -3.61462 0.044 0.007 -0.043 0.291
H 1.86227 1.92556 -1.45196 -0.089 -0.054 0.032 0.299
H 0.47187 0.93734 -1.95580 -0.051 -0.007 0.015 -0.167
H 0.41710 4.30358 -0.22540 -0.070 -0.139 0.004 0.376
H -1.22845 3.72561 0.15054 0.049 -0.011 0.037 0.386
C -4.12978 1.95452 -0.65134 0.123 0.007 0.164 -1.262
C -2.98588 1.48423 -0.03445 0.070 -0.053 -0.120 -0.344
N -2.10085 0.67938 -0.66166 -0.669 0.243 0.064 1.099
C -2.32758 0.39636 -1.94742 0.160 -0.256 -0.069 -0.292
C -3.42460 0.86916 -2.67631 0.015 0.254 0.756 0.921
C -4.37007 1.62525 -1.97285 0.433 -0.175 0.000 -0.912
C -3.65034 0.65982 -4.09357 0.205 -0.202 -0.632 -0.880
C -2.89180 0.17470 -5.09193 -0.678 0.244 0.139 -0.659
C -1.55463 -0.38650 -5.19267 0.562 -0.389 -0.480 0.937
C -1.18171 -0.92178 -6.43485 0.085 0.073 0.375 -0.850
C 0.07660 -1.49419 -6.53359 -0.293 0.116 -0.079 -0.283
N 0.91884 -1.50535 -5.50985 0.432 -0.195 -0.104 -0.542
C 0.49356 -0.95062 -4.39616 0.140 -0.032 0.140 -0.346
N -0.68917 -0.40844 -4.16838 -0.201 0.143 -0.158 -0.248
H -4.83120 2.56003 -0.10218 -0.051 0.076 0.125 0.536
H -2.78229 1.71604 1.01090 -0.112 0.001 -0.137 0.621
H -1.59441 -0.21642 -2.46150 -0.142 0.117 0.191 0.332
H -5.27252 1.96170 -2.46114 -0.056 0.069 -0.081 0.465
H -4.62753 1.01454 -4.40299 -0.006 -0.044 -0.068 0.328
H -3.37548 0.18585 -6.06077 -0.109 0.024 -0.005 0.330
H -1.85691 -0.89734 -7.27701 -0.013 -0.022 -0.027 0.419
H 0.42378 -1.95601 -7.44741 -0.027 -0.003 -0.104 0.420
H 1.19396 -0.94674 -3.56827 0.069 -0.003 0.085 0.517
N 6.56695 3.05117 0.27514 0.243 0.394 -0.105 -0.354
C 6.20770 1.88083 0.82874 -0.269 -0.004 -0.108 -0.026
O 6.96506 1.08936 1.33364 0.114 -0.222 0.056 -0.556
C 4.72810 1.57017 0.81244 -0.338 -0.212 0.195 0.602
C 4.31971 0.28105 0.47765 0.068 0.206 -0.013 -0.877
C 2.97935 -0.04007 0.54874 -0.028 -0.080 0.011 -0.560
N 2.03525 0.81212 0.98012 0.291 0.090 -0.142 0.773
C 2.44381 2.03424 1.34922 -0.219 0.072 -0.120 -0.571
C 3.75749 2.46228 1.25602 0.091 -0.218 -0.065 -0.737
H 7.54901 3.28381 0.25490 -0.048 -0.017 0.030 0.246
H 5.92907 3.66399 -0.20226 -0.022 -0.113 0.029 0.203
H 5.05404 -0.44680 0.17144 0.037 -0.118 -0.046 0.526
H 2.64145 -1.03260 0.26603 0.004 -0.002 -0.010 0.612
H 1.67639 2.70667 1.71713 0.040 -0.003 -0.033 0.467
H 4.02667 3.46270 1.55459 -0.039 0.129 0.102 0.547
```
Forces are in eV/Å.

The HOMO energy (alpha / beta) comes out at -12.7930 / -12.8041 eV. The relative energy (zero: lowest compared OMol25 entry of this formula, charge and spin) is 11.7 kJ/mol. Its LUMO energy (alpha / beta) is -5.3 / -5.3 eV. Its charge is +2. The spin multiplicity is 6. Its frontier orbital gap (alpha / beta) is 7.47 / 7.49 eV.

***

[2]
CH3O4 | the ωB97M-V functional and the def2-TZVPD basis

```
8
Properties=species:S:1:pos:R:3:forces:R:3:mulliken_charge:R:1
C -1.77064 -0.21586 -0.20741 -4.543 2.184 -2.433 0.091
O 3.04050 -0.68962 -0.13611 2.112 -5.406 -0.690 0.009
O -0.69525 -0.37518 0.29244 1.783 -1.373 1.651 -0.115
O 1.51814 0.69846 0.41428 -1.959 1.298 0.985 -0.462
O 2.68168 0.44084 -0.01729 0.214 4.480 -0.175 0.407
H -2.19994 0.85244 -0.46247 0.917 -1.930 0.702 0.262
H -2.43423 -1.08891 -0.50086 1.203 0.706 0.457 0.304
H -0.14026 0.37783 0.61742 0.273 0.040 -0.498 0.505
```
Forces are in eV/Å.

The HOMO energy (alpha / beta) comes out at -15.0412 / -16.2525 eV. The relative energy (zero: lowest compared OMol25 entry of this formula, charge and spin) is 35.8 kJ/mol. Its LUMO energy (alpha / beta) is -6.5 / -7.9 eV. Its charge is +1. The spin multiplicity is 3. Its frontier orbital gap (alpha / beta) is 8.57 / 8.31 eV.

***

[3]
C23H64BrN14O29PSi | the ωB97M-V functional and the def2-TZVPD basis

```
133
Properties=species:S:1:pos:R:3:forces:R:3:mulliken_charge:R:1
C -2.02944 -0.08402 -2.79730 0.128 0.214 -0.130 -1.107
C -2.03679 0.41717 -1.35528 -0.058 -0.178 0.066 0.339
C -3.43247 0.65286 -0.75940 -0.018 -0.042 -0.005 -0.123
C -4.42327 1.44642 -1.63112 0.065 0.065 0.011 -0.851
Si -4.31875 3.33986 -1.62397 -0.009 0.074 0.063 -0.271
C -3.37693 4.11556 -0.18962 -0.054 0.139 0.114 0.778
C -4.17813 3.78613 1.09923 -0.053 0.114 0.054 -1.601
C -1.89080 3.77825 -0.01941 -0.006 0.014 0.082 -1.050
C -0.99737 4.05764 -1.22636 0.179 0.035 0.065 0.918
C -0.94165 5.53922 -1.60679 -0.028 -0.033 -0.040 -1.511
P -3.52371 4.07106 -3.68709 0.073 -0.127 0.271 0.219
O -3.70684 2.69636 -4.55997 0.247 -0.019 -0.400 -0.371
Br -5.39712 5.17329 -4.28021 -0.164 0.228 -0.120 -0.345
H -2.41971 0.66433 -3.49476 -0.017 -0.077 0.076 0.327
H -1.00333 -0.28889 -3.11971 -0.110 -0.105 0.059 0.200
H -2.61046 -1.00328 -2.90212 0.038 0.107 0.082 0.095
H -1.54593 -0.34104 -0.73340 0.014 0.125 -0.025 0.182
H -1.41642 1.31323 -1.27714 -0.061 0.056 -0.072 -0.164
H -3.87550 -0.32806 -0.54789 0.017 0.083 -0.067 0.383
H -3.33042 1.14671 0.21177 0.006 -0.131 -0.030 0.013
H -5.44573 1.22582 -1.30113 0.104 0.024 -0.002 0.391
H -4.36622 1.09491 -2.66662 -0.072 -0.019 0.082 0.429
H -5.70505 3.86266 -1.51448 0.020 -0.031 -0.040 -0.239
H -3.44166 5.20159 -0.35055 -0.085 -0.125 -0.025 0.635
H -4.84263 4.60900 1.37161 0.126 -0.127 -0.050 0.233
H -4.81272 2.89578 1.01012 0.166 -0.008 0.006 0.367
H -3.49212 3.61316 1.93431 -0.075 -0.010 -0.039 0.393
H -1.50918 4.38324 0.81794 -0.064 -0.099 -0.053 0.580
H -1.79342 2.73720 0.30072 0.061 0.017 -0.076 0.262
H 0.01618 3.72156 -0.98048 -0.069 -0.042 -0.009 -0.263
H -1.29273 3.44899 -2.09277 -0.015 0.097 0.061 -0.144
H -0.90352 6.16549 -0.70835 0.029 -0.050 -0.072 0.369
H -1.81342 5.84921 -2.18952 0.042 -0.002 0.095 0.296
H -0.06065 5.75901 -2.21647 -0.088 -0.039 0.004 0.349
H -4.59555 2.33134 -4.56802 -0.179 -0.155 0.100 0.306
C -3.26061 -3.78293 0.84796 -0.035 -0.008 0.125 -0.774
N -2.56355 -3.13700 -0.28948 0.101 0.137 -0.214 1.063
O -1.38649 -2.87017 -0.17682 0.164 -0.032 0.212 -0.580
O -3.22028 -2.88930 -1.28072 -0.231 -0.140 -0.093 -0.528
H -2.54298 -3.94661 1.64141 0.000 -0.018 -0.007 0.339
H -4.05552 -3.10939 1.15557 -0.013 -0.018 0.001 0.350
H -3.67181 -4.71916 0.48842 -0.003 0.023 -0.055 0.120
C 1.83163 0.48607 -3.97583 -0.200 -0.066 -0.084 -0.735
N 2.28240 0.35875 -2.56920 0.043 0.204 -0.125 1.037
O 1.98262 1.25751 -1.80384 -0.052 0.111 0.188 -0.479
O 2.93753 -0.60964 -2.25865 0.030 -0.140 -0.001 -0.604
H 1.25022 1.39705 -4.04953 0.000 0.000 -0.025 0.279
H 2.71887 0.54105 -4.59534 0.006 -0.052 0.022 0.272
H 1.24023 -0.39429 -4.21530 0.043 -0.038 -0.003 0.185
C -4.29348 -8.44901 0.03447 0.040 -0.014 -0.033 -0.727
N -3.43011 -7.51997 0.81578 -0.029 -0.065 -0.024 0.837
O -2.53036 -6.95285 0.23190 0.071 0.056 -0.114 -0.491
O -3.69037 -7.38449 1.99022 -0.066 0.026 0.117 -0.499
H -3.93956 -8.45825 -0.98882 -0.004 -0.004 -0.002 0.312
H -4.21770 -9.42499 0.50391 -0.015 -0.001 0.008 0.283
H -5.31108 -8.07848 0.11246 -0.007 -0.010 0.012 0.297
C 3.60925 0.15437 0.74023 -0.074 0.077 -0.003 -0.647
N 3.88574 0.20313 2.20019 -0.036 -0.060 0.019 1.029
O 3.44846 1.14347 2.83405 -0.023 0.140 0.025 -0.573
O 4.52611 -0.70704 2.68111 0.124 -0.090 -0.027 -0.552
H 3.02411 1.02628 0.48209 -0.003 -0.033 -0.046 0.136
H 4.56210 0.13481 0.22042 0.019 -0.029 0.026 0.280
H 3.06811 -0.76369 0.53557 0.020 -0.022 0.012 0.317
C -2.44496 -3.07773 -4.75108 0.085 -0.068 0.163 -0.689
N -1.66267 -2.34472 -5.78218 -0.173 -0.052 -0.026 0.999
O -0.53532 -1.99548 -5.51169 0.166 0.074 0.066 -0.560
O -2.21568 -2.14799 -6.84530 -0.016 -0.011 -0.076 -0.591
H -1.83257 -3.19004 -3.86445 0.000 0.041 0.001 0.328
H -3.33976 -2.49837 -4.54687 -0.017 -0.026 -0.046 0.312
H -2.71758 -4.03753 -5.17672 -0.012 -0.003 0.001 0.213
C 5.79286 0.46241 5.35637 -0.067 0.037 -0.026 -0.761
N 5.95002 0.55715 6.83241 -0.039 -0.079 -0.135 0.937
O 5.43813 1.49138 7.41120 -0.061 0.124 0.034 -0.561
O 6.57692 -0.32844 7.37590 0.088 -0.063 0.125 -0.565
H 5.19908 1.30355 5.02122 -0.003 -0.010 -0.010 0.347
H 6.79111 0.46555 4.92849 0.008 -0.022 0.003 0.310
H 5.30374 -0.48336 5.13954 0.026 -0.025 0.010 0.280
C -7.44401 6.86043 -1.31708 -0.104 0.109 -0.018 -0.562
N -6.58901 7.22473 -0.15521 -0.020 0.013 -0.104 0.871
O -6.72414 8.32675 0.32538 -0.039 0.134 0.068 -0.541
O -5.79875 6.38864 0.22881 0.070 -0.074 0.007 -0.512
H -8.08266 7.70847 -1.53240 -0.015 -0.017 -0.007 0.315
H -6.78341 6.62829 -2.14593 0.051 -0.063 -0.008 0.095
H -8.01614 5.97941 -1.04267 0.047 -0.031 0.023 0.265
C -4.77457 -5.14218 -7.93989 -0.032 0.028 0.008 -0.707
N -4.68643 -5.54860 -6.50940 0.024 0.057 -0.112 0.859
O -5.15386 -4.80074 -5.67776 -0.082 0.080 0.095 -0.490
O -4.13439 -6.59994 -6.26856 0.064 -0.113 0.008 -0.529
H -5.28125 -4.18664 -7.98686 0.003 0.002 -0.007 0.302
H -3.75765 -5.07981 -8.31528 0.004 -0.005 -0.005 0.291
H -5.31799 -5.92428 -8.46122 0.015 -0.009 -0.008 0.289
C 2.87429 1.01628 9.03215 0.000 -0.009 -0.059 -0.681
N 1.65815 0.37856 9.60818 0.069 0.041 0.002 0.878
O 0.76643 0.06475 8.84915 -0.092 -0.028 -0.112 -0.527
O 1.64140 0.21554 10.80850 0.010 -0.012 0.122 -0.530
H 2.74295 1.09412 7.96076 -0.001 0.003 0.001 0.301
H 2.97909 1.99083 9.49855 0.017 -0.005 0.016 0.284
H 3.72503 0.39410 9.29097 0.001 0.005 0.025 0.269
C 5.67720 3.22459 -6.10709 -0.029 0.033 -0.025 -0.768
N 4.56879 2.43015 -5.51406 -0.036 0.133 0.078 0.913
O 3.58489 2.22057 -6.18847 -0.009 -0.027 -0.134 -0.535
O 4.71860 2.04699 -4.37149 0.059 -0.064 0.119 -0.461
H 5.39379 3.49383 -7.11674 0.005 0.001 -0.002 0.313
H 5.81324 4.09560 -5.47270 -0.003 0.006 0.025 0.272
H 6.56534 2.60068 -6.08102 0.009 0.004 0.013 0.291
C 2.93906 4.51915 -1.11528 0.085 -0.031 0.048 -0.339
N 3.43488 4.92314 -2.46013 -0.103 -0.100 0.025 0.961
O 4.59702 5.24836 -2.56834 0.179 0.038 -0.008 -0.570
O 2.63629 4.88305 -3.37155 -0.075 -0.003 -0.078 -0.545
H 3.76106 4.59810 -0.41406 0.003 0.025 -0.012 0.319
H 2.11737 5.18048 -0.85474 -0.019 -0.008 -0.051 0.267
H 2.58521 3.49646 -1.21249 -0.052 -0.003 -0.004 -0.038
C -1.71407 -0.82840 3.58510 -0.006 -0.029 0.032 -0.794
N -3.12228 -1.04018 3.14812 0.077 -0.005 0.006 0.965
O -3.65247 -2.09729 3.42157 -0.007 -0.056 0.068 -0.552
O -3.64701 -0.14125 2.52855 -0.040 0.097 -0.061 -0.526
H -1.38826 -1.71283 4.11814 0.004 0.005 0.006 0.316
H -1.12913 -0.65290 2.68656 0.004 0.011 -0.003 0.274
H -1.70398 0.05518 4.21601 0.009 0.013 -0.012 0.313
C 6.77916 -3.56305 6.67486 0.027 0.012 0.094 -0.529
N 5.49418 -4.01874 6.08326 0.048 0.059 -0.012 0.943
O 5.09474 -5.13020 6.35315 -0.006 -0.129 0.020 -0.555
O 4.92236 -3.23473 5.35252 -0.062 0.106 -0.049 -0.553
H 7.17568 -4.35514 7.29704 -0.025 -0.032 -0.034 0.297
H 7.44642 -3.33403 5.84976 0.005 0.032 0.023 0.226
H 6.56668 -2.65994 7.23801 0.018 0.020 -0.027 0.177
C 8.82895 -6.57707 3.53967 0.009 0.018 -0.052 -0.728
N 9.09167 -5.25619 4.17443 -0.043 -0.074 0.019 0.873
O 9.28286 -4.30202 3.45563 0.013 0.094 -0.112 -0.519
O 9.08586 -5.22417 5.38761 0.038 -0.049 0.108 -0.502
H 8.86134 -6.44623 2.46533 -0.002 -0.009 -0.001 0.303
H 9.59564 -7.25915 3.89400 -0.008 -0.009 0.012 0.291
H 7.85252 -6.90486 3.88377 0.001 -0.011 0.010 0.289
```
Forces are in eV/Å.

The HOMO energy comes out at -8.4998 eV. The relative energy (zero: lowest compared OMol25 entry of this formula, charge and spin) is 0.0 kJ/mol. Its LUMO energy is 0.0 eV. Its charge is 0. The spin multiplicity is 1. Its frontier orbital gap is 8.47 eV.